{
  "formula": "C43H59FFeN6O7",
  "method": "ωB97M-V/def2-TZVPD",
  "e_homo_ha": [-0.2844, -0.2596],
  "multiplicity": 5,
  "lumo_ev": [0.42, 0.36],
  "mol_weight_da": 846.8,
  "total_charge": 0,
  "symbols": ["Fe", "O", "C", "C", "O", "H", "H", "H", "H", "N", "C", "C", "C", "C", "C", "H", "H", "H", "H", "H", "N", "C", "C", "C", "C", "C", "H", "H", "H", "H", "H", "N", "C", "C", "C", "C", "C", "H", "H", "H", "H", "H", "N", "C", "C", "C", "C", "C", "H", "H", "H", "H", "H", "N", "C", "C", "C", "C", "C", "H", "H", "H", "H", "H", "N", "C", "C", "C", "C", "C", "H", "H", "H", "H", "H", "C", "O", "H", "H", "H", "H", "C", "O", "H", "H", "H", "H", "C", "O", "H", "H", "H", "H", "C", "O", "H", "H", "H", "H", "C", "O", "H", "H", "H", "H", "F", "C", "C", "C", "C", "C", "C", "H", "H", "H", "H", "H"],
  "positions_angstrom": [[1.031409, 0.753959, -1.954064], [0.871241, 1.440932, -0.031817], [0.240228, 0.455238, 0.733383], [-0.519746, -0.604471, -0.077347], [-0.040721, -0.866114, -1.365025], [-0.485325, 0.885192, 1.439693], [0.993857, -0.055306, 1.367587], [-1.591279, -0.305283, -0.079425], [-0.578665, -1.564097, 0.469005], [-0.689976, 1.858579, -2.810934], [-1.935450, 1.555478, -2.497921], [-3.030013, 2.145865, -3.086740], [-2.832909, 3.079378, -4.085200], [-1.532428, 3.401525, -4.432164], [-0.510657, 2.785329, -3.748640], [-2.073019, 0.817471, -1.717452], [-4.025445, 1.875249, -2.766451], [-3.695810, 3.523047, -4.566056], [-1.282194, 4.131513, -5.188486], [0.518646, 2.956678, -4.042261], [2.972655, -0.216731, -1.728561], [3.402097, -1.328033, -2.333802], [4.610515, -1.931830, -2.072658], [5.444590, -1.363992, -1.122963], [5.018465, -0.208999, -0.477694], [3.769652, 0.283878, -0.788264], [2.696266, -1.820256, -2.987064], [4.924857, -2.856380, -2.534868], [6.399072, -1.819341, -0.887294], [5.640720, 0.378158, 0.182821], [3.354040, 1.034841, -0.125527], [2.415243, 2.657191, -2.282571], [1.966741, 3.797022, -1.785028], [2.671227, 4.987206, -1.794912], [3.931293, 4.991866, -2.375246], [4.458297, 3.802629, -2.841498], [3.648188, 2.681058, -2.783031], [0.998791, 3.777203, -1.288937], [2.263942, 5.911453, -1.413263], [4.525930, 5.898176, -2.398444], [5.386116, 3.797963, -3.394730], [4.015893, 1.756489, -3.222542], [0.757574, -3.807014, 3.711504], [0.863805, -2.489296, 3.539453], [1.790690, -1.712324, 4.200997], [2.780891, -2.361075, 4.924632], [2.697051, -3.725318, 5.124483], [1.647149, -4.390157, 4.494602], [0.125211, -2.054634, 2.875952], [1.827759, -0.649148, 4.010422], [3.504481, -1.761382, 5.469262], [3.269022, -4.290203, 5.845914], [1.550180, -5.459434, 4.665580], [1.252930, 0.059922, -4.230258], [1.945802, 0.570979, -5.242434], [2.115158, -0.086444, -6.446069], [1.571927, -1.355360, -6.588946], [0.808997, -1.880824, -5.558882], [0.684876, -1.129241, -4.402283], [2.468743, 1.496416, -5.024858], [2.695145, 0.370053, -7.237039], [1.739706, -1.940317, -7.485651], [0.373633, -2.866380, -5.628464], [0.080146, -1.479786, -3.570919], [-2.476512, 1.018828, 4.380524], [-3.000386, -0.057780, 4.944059], [-2.334002, -0.850196, 5.871957], [-1.005240, -0.576991, 6.149602], [-0.440894, 0.538197, 5.548032], [-1.225760, 1.323387, 4.719436], [-3.983833, -0.392161, 4.628452], [-2.846377, -1.655622, 6.382533], [-0.433476, -1.234994, 6.792336], [0.571616, 0.861000, 5.757038], [-0.789657, 2.161277, 4.182426], [-2.524278, -3.519318, -1.193450], [-1.717113, -2.915905, -2.210029], [-3.317064, -4.083624, -1.690531], [-1.922815, -4.244570, -0.627511], [-2.999288, -2.837579, -0.480219], [-1.242769, -2.137530, -1.850784], [-2.449527, -3.809001, 2.569408], [-1.624510, -4.941033, 2.778702], [-2.648839, -3.287085, 3.517817], [-1.969695, -3.125192, 1.861421], [-3.433291, -4.067495, 2.172939], [-0.815444, -4.593410, 3.219225], [-1.467742, 4.035362, 0.382692], [-0.200076, 3.830482, 1.003171], [-1.532689, 3.494499, -0.562415], [-2.265255, 3.689701, 1.054733], [-1.623411, 5.108712, 0.269233], [0.090267, 2.939001, 0.729903], [1.839667, -3.552785, -0.135467], [1.478603, -3.294711, -1.474734], [2.753160, -2.990735, 0.102750], [1.028533, -3.329764, 0.557257], [2.067037, -4.615859, -0.023977], [0.797050, -2.597118, -1.474876], [3.118654, 4.132424, 1.948209], [3.261253, 3.013322, 1.089760], [3.078889, 5.076971, 1.393825], [2.206313, 4.087718, 2.550765], [3.960406, 4.174756, 2.644500], [2.407864, 2.551399, 1.004223], [-3.977808, -1.054905, 2.124482], [-5.172165, -0.827341, 1.545275], [-5.209623, 0.026977, 0.454908], [-6.441293, 0.402291, -0.054000], [-7.613655, -0.064887, 0.516323], [-7.538663, -0.876915, 1.639987], [-6.318204, -1.271630, 2.157115], [-4.272571, 0.428512, 0.098440], [-6.439146, 1.080889, -0.898831], [-8.572968, 0.263652, 0.141054], [-8.451583, -1.174298, 2.140363], [-6.258900, -1.797688, 3.101336]],
  "forces_ev_per_angstrom": [[0.2, 0.3, -0.1], [-0.4, 0.1, -0.1], [0.6, -0.4, 0.5], [-0.9, -0.6, 0.0], [0.0, 0.3, 0.1], [0.0, 0.1, 0.1], [0.0, 0.0, -0.1], [0.1, 0.2, -0.3], [0.3, 0.2, 0.3], [0.3, 0.3, -0.2], [-0.4, -0.5, 0.8], [-0.3, 0.1, -0.2], [-0.3, 0.0, 0.0], [-0.1, 0.3, 0.0], [0.6, -0.3, -0.5], [0.1, -0.1, 0.0], [0.0, -0.1, 0.0], [0.1, 0.1, -0.1], [-0.1, 0.0, -0.1], [0.0, 0.2, 0.2], [0.4, -0.6, 0.3], [-0.6, -0.3, -0.5], [0.6, -0.1, 0.6], [0.1, 0.4, 0.0], [0.4, -0.2, -0.5], [-0.2, 0.3, 1.0], [0.1, 0.2, -0.2], [-0.3, 0.0, -0.2], [0.0, 0.1, 0.0], [0.0, -0.3, 0.3], [0.0, 0.4, -0.6], [0.3, -0.1, -0.1], [-0.8, 0.6, 0.9], [0.6, 0.1, -0.5], [0.1, 0.2, 0.6], [-0.6, 0.2, -0.5], [0.5, -0.4, -0.7], [0.0, -0.2, -0.2], [-0.2, -0.1, 0.2], [-0.1, 0.0, -0.1], [0.2, -0.2, 0.3], [-0.1, 0.0, 0.2], [0.1, 0.1, -0.1], [-0.6, 0.0, 0.1], [0.8, -0.2, -0.9], [-0.1, 0.5, 1.1], [-0.9, -0.2, -0.1], [0.5, -0.4, 0.5], [0.0, 0.2, 0.0], [-0.1, 0.0, 0.1], [0.1, -0.1, -0.2], [0.5, 0.2, -0.2], [-0.2, 0.1, -0.1], [-0.1, 0.0, 0.2], [0.4, 0.0, 0.2], [0.1, -0.1, -0.1], [-0.2, -0.1, -0.1], [0.4, 0.1, -0.1], [-0.7, -0.3, 0.2], [-0.2, 0.2, -0.2], [0.0, 0.0, 0.0], [0.0, 0.1, 0.0], [-0.1, 0.0, 0.1], [0.1, -0.1, 0.0], [-0.1, 0.0, -0.2], [-0.2, -0.5, 0.3], [0.2, 0.0, 0.1], [-0.1, 0.1, -0.1], [0.1, 0.3, 0.3], [0.2, -0.2, -0.6], [-0.1, 0.4, 0.0], [0.0, -0.1, -0.3], [0.0, 0.1, 0.1], [0.0, -0.2, -0.1], [-0.1, 0.2, 0.3], [0.5, -0.5, -0.4], [-0.6, 0.2, 0.4], [0.0, 0.1, 0.0], [-0.1, 0.1, 0.1], [0.2, 0.3, -0.2], [0.1, -0.1, 0.0], [0.2, 0.2, 0.3], [-0.3, 0.1, 0.2], [0.1, 0.1, -0.2], [-0.2, 0.2, 0.0], [0.2, -0.4, -0.1], [-0.2, -0.3, -0.4], [0.1, -0.1, 1.0], [-0.3, 0.1, -0.3], [-0.1, 0.2, -0.2], [0.0, -0.1, -0.2], [0.1, 0.0, -0.3], [0.4, -0.2, -0.2], [0.3, -0.1, -0.2], [-0.3, -0.2, -0.1], [-0.2, 0.1, 0.4], [0.1, 0.2, 0.1], [0.0, 0.0, -0.1], [0.2, 0.2, 0.0], [-0.2, 0.1, 0.3], [-0.1, -0.1, 0.1], [0.1, -0.1, -0.1], [0.0, -0.1, -0.1], [0.1, 0.0, -0.1], [0.0, 0.2, -0.2], [0.0, -0.4, -0.1], [0.2, 0.8, 0.0], [0.1, -0.3, 0.3], [0.4, 0.0, -0.3], [0.0, 0.1, 0.2], [-0.4, 0.0, -0.2], [-0.1, 0.0, 0.5], [0.0, 0.0, -0.2], [-0.2, 0.0, 0.0], [0.0, -0.1, 0.0], [0.0, -0.1, 0.0], [0.0, -0.2, -0.1]]
}